{"formula": "C51H51Cl3Ge2HfN2S4Se2Te2", "method": "wB97M-V/def2-TZVPD", "orbital_gap_ev": 6.55, "total_charge": 0, "e_above_lowest_kj_mol": 8.7, "species": ["Hf", "Se", "Te", "Te", "Se", "C", "C", "C", "C", "C", "C", "C", "C", "C", "C", "C", "C", "C", "C", "C", "Ge", "S", "S", "Ge", "S", "S", "C", "C", "C", "C", "C", "C", "C", "C", "C", "C", "C", "C", "C", "C", "C", "C", "C", "C", "C", "C", "C", "C", "C", "C", "C", "C", "C", "C", "C", "C", "C", "C", "C", "H", "H", "H", "H", "H", "H", "H", "H", "H", "H", "H", "H", "H", "H", "H", "H", "H", "H", "H", "H", "H", "H", "H", "H", "H", "H", "H", "H", "H", "H", "H", "H", "H", "H", "H", "H", "H", "H", "H", "H", "H", "H", "H", "H", "H", "H", "H", "H", "H", "H", "N", "C", "H", "Cl", "C", "Cl", "Cl", "C", "N"], "positions_angstrom": [[2.27556, 0.48602, 2.37604], [2.95919, 0.79698, 5.06198], [5.44586, 0.47911, 4.90007], [5.66986, 0.42951, 2.19770], [3.98458, -1.39147, 1.85657], [-1.37887, 5.88602, -3.55949], [-0.75371, 4.51712, -3.51683], [0.61854, 4.36920, -3.37968], [1.22852, 3.11910, -3.41669], [2.73017, 3.01563, -3.34972], [0.42757, 1.98178, -3.56165], [-0.96056, 2.10740, -3.69482], [-1.82718, 0.88630, -3.85145], [-1.52817, 3.37335, -3.67286], [1.07635, 0.64276, -3.71883], [1.25980, 0.21147, -5.03223], [1.91363, -0.97579, -5.30983], [2.40855, -1.73403, -4.26312], [2.24281, -1.32860, -2.93887], [1.55107, -0.14519, -2.66272], [1.29354, 0.48880, -0.81822], [2.97301, 1.51778, 0.08509], [0.63261, -1.01589, 0.83176], [-0.84271, 0.70931, 1.38499], [0.20785, 1.78682, 2.95903], [-0.59391, 1.68368, -0.61631], [-2.72518, 0.22227, 1.71287], [-3.18835, -1.07809, 1.92282], [-4.54380, -1.28309, 2.18727], [-5.43229, -0.22574, 2.24630], [-4.97469, 1.06047, 2.01828], [-3.63314, 1.29511, 1.74530], [-3.18999, 2.69272, 1.46684], [-2.64034, 3.48505, 2.47647], [-2.59708, 3.02739, 3.91108], [-2.17899, 4.75931, 2.15091], [-2.27890, 5.26395, 0.86506], [-1.71968, 6.61450, 0.50807], [-2.90327, 4.48586, -0.10566], [-3.36816, 3.21292, 0.17430], [-4.05032, 2.39946, -0.89423], [-2.36880, -2.32178, 1.83888], [-2.33981, -3.03967, 0.64005], [-2.93357, -2.48297, -0.62933], [-1.78228, -4.31262, 0.63068], [-1.27001, -4.89195, 1.78238], [-0.78624, -6.31723, 1.77149], [-1.27434, -4.14293, 2.95304], [-1.81034, -2.86139, 3.00041], [-1.81493, -2.07992, 4.28863], [2.87478, -2.22175, -1.91962], [4.23521, -2.07914, -1.62788], [5.03653, -0.89308, -2.09958], [4.86514, -3.06083, -0.87436], [4.17770, -4.15899, -0.37808], [4.90100, -5.19674, 0.43684], [2.81812, -4.25904, -0.64325], [2.15971, -3.31524, -1.42243], [0.71302, -3.50523, -1.78708], [-0.76341, 6.61795, -3.03678], [-2.37306, 5.88866, -3.11151], [-1.48618, 6.22136, -4.59361], [1.23848, 5.25225, -3.26470], [3.18317, 4.00462, -3.40841], [3.11792, 2.40866, -4.17026], [3.06210, 2.55272, -2.41921], [-1.64461, 0.17870, -3.03903], [-1.61520, 0.36607, -4.78740], [-2.88230, 1.15684, -3.84080], [-2.60360, 3.46917, -3.78169], [0.89006, 0.83705, -5.83630], [2.05171, -1.29868, -6.33405], [2.94493, -2.65546, -4.45656], [-4.88930, -2.29854, 2.34168], [-6.47928, -0.40490, 2.45573], [-5.65717, 1.90174, 2.04739], [-2.57314, 1.94262, 3.99932], [-3.48697, 3.38263, 4.43811], [-1.72162, 3.42849, 4.41965], [-1.72706, 5.36596, 2.92876], [-1.38983, 7.15317, 1.39561], [-2.46171, 7.22476, -0.00916], [-0.86287, 6.50271, -0.16007], [-3.01124, 4.87568, -1.11264], [-4.15067, 2.98109, -1.80925], [-5.04429, 2.08145, -0.57583], [-3.47813, 1.49840, -1.12554], [-3.08966, -1.40678, -0.57204], [-3.89966, -2.94820, -0.83977], [-2.28002, -2.69027, -1.47656], [-1.77846, -4.87770, -0.29603], [-0.22884, -6.54082, 0.86038], [-1.63657, -7.00163, 1.81185], [-0.14851, -6.53007, 2.62850], [-0.88444, -4.58067, 3.86394], [-1.37906, -2.66499, 5.09877], [-2.82872, -1.79421, 4.57474], [-1.23634, -1.15690, 4.19267], [4.40745, -0.10676, -2.51200], [5.75786, -1.19028, -2.86453], [5.59577, -0.46960, -1.26275], [5.92005, -2.94675, -0.64366], [5.42080, -4.73190, 1.27669], [5.64734, -5.71294, -0.17009], [4.21475, -5.94709, 0.82938], [2.25766, -5.10590, -0.25841], [0.26010, -4.27802, -1.16850], [0.61302, -3.79673, -2.83617], [0.14604, -2.58316, -1.65560], [3.54948, 3.81841, 2.79513], [3.36188, 2.68050, 2.71846], [3.71350, 4.79958, 2.85077], [2.63608, -4.68137, 3.31466], [2.36073, -3.60857, 4.68928], [3.90326, -3.04673, 5.35436], [1.41894, -4.40409, 5.95085], [1.67035, -2.41687, 4.19162], [1.35776, -1.40348, 3.76421]], "mulliken_charge": [0.111, -0.398, -0.154, -0.181, 0.053, -1.694, 0.457, -1.196, 1.336, -1.345, 0.204, 0.909, -1.659, -0.338, -0.247, 0.036, -1.176, -0.265, -0.932, 0.617, 0.767, -0.734, -0.323, 0.626, -0.453, 0.372, 0.107, -0.948, 0.021, -1.112, 0.176, -0.241, 0.787, 0.557, -1.631, -1.074, 0.600, -1.500, -0.560, 0.626, -1.171, 0.947, 0.669, -1.543, -0.927, 0.270, -1.699, -0.729, 1.190, -1.602, 0.343, 0.708, -1.517, -0.917, 0.805, -1.743, -0.751, 1.112, -0.719, 0.361, 0.320, 0.390, 0.353, 0.477, 0.283, 0.027, 0.083, 0.422, 0.438, 0.389, 0.542, 0.429, 0.545, 0.505, 0.419, 0.541, 0.220, 0.413, 0.454, 0.356, 0.384, 0.383, 0.199, 0.282, 0.450, 0.436, -0.030, 0.062, 0.395, 0.347, 0.491, 0.365, 0.321, 0.366, 0.558, 0.377, 0.439, 0.144, 0.004, 0.408, 0.231, 0.365, 0.302, 0.402, 0.329, 0.406, 0.239, 0.413, -0.198, -0.106, 0.101, 0.226, -0.020, 0.585, 0.000, -0.093, -0.303, -0.155]}

{"formula": "C51H51N3O2RuS4Te", "method": "wB97M-V/def2-TZVPD", "orbital_gap_ev": [6.83, 6.30], "total_charge": 1, "s_squared": 0.76, "e_above_lowest_kj_mol": 21.0, "multiplicity": 2, "species": ["Ru", "C", "C", "S", "C", "C", "S", "C", "C", "S", "H", "H", "H", "H", "H", "H", "H", "H", "H", "H", "H", "H", "C", "C", "C", "C", "C", "C", "N", "N", "C", "C", "C", "C", "C", "C", "H", "H", "H", "H", "H", "H", "H", "H", "H", "C", "C", "O", "S", "C", "C", "C", "C", "C", "C", "C", "C", "H", "H", "H", "H", "H", "H", "H", "C", "C", "C", "C", "C", "C", "Te", "N", "C", "O", "C", "C", "C", "C", "C", "C", "C", "C", "C", "C", "C", "C", "C", "C", "C", "C", "H", "H", "H", "H", "H", "H", "H", "H", "H", "H", "H", "H", "H", "H", "H", "H", "H", "H", "H", "H", "H", "H", "H"], "positions_angstrom": [[-0.16888, -0.78729, -0.05751], [3.88415, 2.03821, 4.07518], [2.43337, 1.66084, 4.33590], [1.49400, 1.00755, 2.92899], [0.31617, 2.32802, 2.58914], [0.96018, 3.54062, 1.93725], [1.96714, 3.08227, 0.48663], [3.47610, 4.05488, 0.70512], [4.52038, 3.42346, 1.61721], [4.18668, 3.68492, 3.38413], [4.40196, 1.27969, 3.48552], [4.36866, 2.07413, 5.05148], [1.87029, 2.49288, 4.75979], [2.36969, 0.81181, 5.01845], [-0.15827, 2.57155, 3.54160], [-0.41357, 1.85995, 1.92663], [1.60885, 4.05809, 2.64176], [0.16699, 4.21482, 1.62259], [3.21587, 5.06020, 1.03758], [3.87986, 4.14278, -0.30538], [5.49450, 3.87697, 1.42919], [4.59841, 2.35449, 1.42534], [1.74019, 2.09662, -4.48242], [2.11171, 1.96055, -3.15267], [1.57905, 0.93309, -2.39080], [0.68582, 0.04481, -2.95946], [0.32537, 0.15613, -4.29314], [0.85088, 1.19023, -5.04920], [0.11347, -0.97508, -2.10025], [-0.40540, -1.95627, -2.69818], [-1.03569, -2.83788, -1.80587], [-1.66900, -3.96653, -2.31234], [-2.36299, -4.78362, -1.43837], [-2.42775, -4.45615, -0.08341], [-1.78554, -3.33240, 0.42035], [-1.05366, -2.52362, -0.44401], [2.12133, 2.91789, -5.07502], [2.80050, 2.66271, -2.70172], [1.83695, 0.83553, -1.34256], [-0.38108, -0.54254, -4.71817], [0.55597, 1.30035, -6.08349], [-1.61710, -4.17586, -3.37254], [-2.87442, -5.66124, -1.80903], [-2.99814, -5.08318, 0.59035], [-1.86631, -3.08385, 1.46625], [-1.96430, 6.44349, -7.78410], [-1.88740, 5.52151, -6.59332], [-1.43494, 4.41371, -6.63519], [-2.53921, 6.28608, -5.10457], [-2.20905, 5.02711, -3.90945], [-1.35181, 5.30616, -2.85177], [-1.06439, 4.33142, -1.91058], [-1.62571, 3.06076, -2.02389], [-2.50219, 2.79514, -3.07857], [-2.79756, 3.77196, -4.01018], [-1.27393, 1.98116, -1.14135], [-0.87271, 1.02754, -0.49857], [-2.34620, 5.88835, -8.63860], [-0.95236, 6.77528, -8.01907], [-2.58721, 7.31504, -7.59201], [-0.90146, 6.28694, -2.77394], [-0.37601, 4.54465, -1.10726], [-2.94819, 1.81275, -3.16156], [-3.47347, 3.55682, -4.82588], [4.18654, -6.66410, -3.50284], [3.56245, -5.66595, -2.56729], [3.80401, -4.30592, -2.69969], [3.27014, -3.37175, -1.81981], [3.59726, -1.92165, -2.04195], [2.46330, -3.83345, -0.77268], [1.77315, -2.51759, 0.72667], [0.62935, -0.08650, 3.80255], [-0.28356, -0.83235, 3.22139], [-0.66396, -0.87612, 2.01349], [-0.94771, -1.77948, 4.17502], [-1.50439, -1.31754, 5.36119], [-2.07781, -2.21121, 6.25221], [-2.07077, -3.57191, 5.97558], [-1.50199, -4.03625, 4.79805], [-0.94838, -3.14035, 3.89509], [3.63602, -1.74251, 1.31855], [4.06940, -0.50672, 0.84535], [5.31368, -0.02048, 1.21719], [6.10345, -0.76324, 2.08333], [5.65201, -1.98154, 2.56417], [4.41432, -2.50832, 2.19328], [4.01704, -3.87124, 2.69503], [2.15437, -5.19645, -0.63993], [1.21115, -5.78074, 0.38489], [2.72429, -6.08494, -1.54489], [4.73375, -6.16983, -4.30340], [3.42932, -7.30729, -3.95207], [4.88330, -7.30823, -2.96442], [4.42921, -3.95448, -3.51270], [3.75877, -1.72890, -3.10162], [4.50814, -1.63966, -1.50923], [2.79365, -1.26906, -1.70230], [-1.49727, -0.25717, 5.57664], [-2.52462, -1.84667, 7.16728], [-2.50353, -4.26942, 6.68000], [-1.48846, -5.09660, 4.58231], [-0.49282, -3.49966, 2.98149], [3.44157, 0.06979, 0.17537], [5.67281, 0.92007, 0.81983], [7.07749, -0.39750, 2.38059], [6.27390, -2.55162, 3.24341], [4.61632, -4.14566, 3.56103], [4.18052, -4.62359, 1.91912], [2.96577, -3.91553, 2.98119], [0.77355, -5.03838, 1.04749], [1.72199, -6.52433, 0.99888], [0.38877, -6.28586, -0.12374], [2.49204, -7.14046, -1.44764]], "mulliken_charge": [0.522, -0.137, -1.233, 1.193, -1.170, -1.134, 0.395, -1.180, 0.488, -0.150, -0.200, 0.477, 0.459, 0.646, 0.658, 0.337, 0.335, 0.635, 0.426, 0.445, 0.599, -1.037, -0.720, -0.899, 1.633, -0.028, -0.597, -0.694, 1.587, -0.973, 0.242, -0.566, -0.637, -0.635, -0.843, 0.760, 0.455, 0.416, -0.853, 0.516, 0.412, 0.532, 0.412, 0.476, 0.682, -1.080, 0.722, -0.502, -0.243, 0.120, -0.730, -0.237, 0.601, -0.446, -0.500, 0.202, -1.019, 0.303, 0.285, 0.379, 0.440, 0.305, 0.486, 0.444, -1.628, 0.684, -0.751, 0.904, -1.382, 0.378, 0.852, -0.574, -0.116, -0.508, 0.015, -0.534, -0.646, -0.499, -0.999, 0.601, 0.884, 0.324, -1.268, -0.974, -0.836, 0.589, -1.437, 0.982, -1.633, -0.776, 0.360, 0.371, 0.330, 0.394, 0.602, 0.407, -0.639, 0.446, 0.408, 0.408, 0.447, 0.360, 0.033, 0.690, 0.423, 0.447, 0.534, 0.262, 0.121, -0.044, 0.459, 0.444, 0.504]}

{"formula": "C51H51NO3P2Tc", "method": "wB97M-V/def2-TZVPD", "orbital_gap_ev": [6.16, 6.41], "total_charge": 2, "s_squared": 1.04, "multiplicity": 2, "species": ["Tc", "O", "C", "C", "C", "C", "C", "C", "C", "C", "C", "O", "C", "C", "C", "C", "C", "C", "C", "C", "C", "C", "C", "C", "N", "C", "C", "C", "C", "C", "C", "C", "C", "C", "C", "C", "C", "H", "H", "H", "H", "H", "H", "H", "H", "H", "H", "H", "H", "H", "H", "H", "H", "H", "H", "H", "H", "H", "H", "H", "H", "H", "H", "H", "C", "P", "C", "C", "C", "C", "C", "C", "C", "P", "C", "C", "H", "H", "H", "H", "H", "H", "H", "H", "H", "H", "H", "H", "H", "H", "H", "H", "C", "C", "O", "C", "C", "C", "C", "C", "C", "H", "H", "H", "H", "H", "H", "H", "H"], "positions_angstrom": [[-0.17100, 0.61230, 0.35010], [0.05820, 1.99970, -0.80550], [0.82610, 2.35780, -1.90270], [1.76940, 1.15830, -2.18640], [2.58580, 0.69500, -1.01010], [3.97210, 0.75830, -1.08220], [4.73920, 0.20650, -0.07260], [4.09240, -0.44410, 0.96100], [2.70150, -0.48600, 0.98720], [2.02520, -1.27920, 2.06730], [1.08740, -0.39460, 2.93100], [-0.01750, -0.10540, 2.15930], [0.54210, -1.01940, 4.21620], [-0.40620, -0.25060, 4.88710], [-1.00950, -0.71720, 6.03730], [-0.65710, -1.95690, 6.54420], [0.28200, -2.72690, 5.88270], [0.88040, -2.26640, 4.71770], [1.86820, 0.86450, 3.32300], [1.47530, 2.10930, 2.86500], [2.21790, 3.23960, 3.15290], [3.34740, 3.13590, 3.94380], [3.72440, 1.89820, 4.44100], [2.99560, 0.76350, 4.12870], [1.96700, 0.11900, 0.03850], [1.51840, 3.68010, -1.60790], [0.72100, 4.68930, -1.07630], [1.24700, 5.93630, -0.79800], [2.58540, 6.19080, -1.04530], [3.37830, 5.19700, -1.58750], [2.85090, 3.94680, -1.87010], [-0.18250, 2.51490, -3.05950], [-1.13790, 1.51460, -3.21340], [-2.14140, 1.63290, -4.15540], [-2.20350, 2.76200, -4.95560], [-1.26310, 3.76610, -4.80080], [-0.24860, 3.64640, -3.86250], [1.11170, 0.32860, -2.46490], [2.41440, 1.39270, -3.03200], [4.44760, 1.21970, -1.93260], [5.81550, 0.24870, -0.11740], [4.66250, -0.92300, 1.74070], [1.40220, -2.03750, 1.59000], [2.78260, -1.75780, 2.68250], [-0.66860, 0.71950, 4.49110], [-1.74550, -0.11190, 6.54250], [-1.10960, -2.31610, 7.45450], [0.55430, -3.69320, 6.27820], [1.60660, -2.89260, 4.22250], [0.56730, 2.19920, 2.28150], [1.90180, 4.19610, 2.76690], [3.91780, 4.01920, 4.18320], [4.59200, 1.81750, 5.07660], [3.30200, -0.19900, 4.50700], [-0.32690, 4.48090, -0.91540], [0.61090, 6.71110, -0.39870], [2.99720, 7.16570, -0.83590], [4.41490, 5.39590, -1.80110], [3.48820, 3.20590, -2.31920], [-1.10230, 0.63780, -2.57080], [-2.88060, 0.85240, -4.25670], [-2.98570, 2.85790, -5.69100], [-1.31850, 4.65680, -5.40710], [0.47250, 4.44150, -3.74800], [-3.48390, 2.17570, -0.27750], [-2.17270, 1.90640, 0.97090], [-1.93200, 3.61010, 1.59600], [-3.02350, 0.91600, 2.23770], [-3.78320, 1.45550, 3.26500], [-4.36670, 0.63200, 4.21490], [-4.19690, -0.73840, 4.13370], [-3.46130, -1.28920, 3.09660], [-2.86850, -0.47290, 2.14140], [-1.79810, -1.16260, 0.82530], [-2.87610, -1.62610, -0.57880], [-1.34460, -2.80150, 1.46180], [-4.29680, 2.72080, 0.20510], [-3.86280, 1.22430, -0.64340], [-3.09350, 2.75650, -1.11380], [-2.56220, 3.80100, 2.46210], [-2.21100, 4.30570, 0.80570], [-0.89780, 3.79730, 1.87460], [-3.92530, 2.52180, 3.34170], [-4.94390, 1.06380, 5.01720], [-4.62780, -1.38240, 4.88530], [-3.34460, -2.36060, 3.06000], [-3.72200, -2.21550, -0.23000], [-2.27520, -2.21830, -1.26810], [-3.23660, -0.75020, -1.10990], [-2.24840, -3.40560, 1.54080], [-0.83880, -2.72340, 2.42310], [-0.69400, -3.25750, 0.72150], [1.74420, -2.33170, -2.96430], [1.42410, -2.81760, -1.57750], [0.65420, -2.19900, -0.84710], [2.07060, -4.07620, -1.16380], [1.63260, -4.71500, 0.00020], [2.13670, -5.94140, 0.37920], [3.13530, -6.53620, -0.37450], [3.61640, -5.89540, -1.50610], [3.08380, -4.68710, -1.91220], [1.03600, -1.56360, -3.26620], [1.69850, -3.14980, -3.67790], [2.75470, -1.92070, -2.98140], [0.87260, -4.24200, 0.59790], [1.75400, -6.43490, 1.25780], [3.53070, -7.49580, -0.08150], [4.40710, -6.35160, -2.07960], [3.46530, -4.22330, -2.80720]], "mulliken_charge": [-0.672, 0.276, 2.604, -2.089, 0.709, -0.647, -1.352, -0.692, 0.338, -1.274, 1.255, 1.070, 0.060, -0.260, -0.636, -0.763, -1.011, -0.105, -0.118, 0.765, -0.596, -0.934, -0.982, -0.228, 1.894, -0.124, 0.024, -1.110, -0.690, -1.067, -0.246, 0.030, -0.156, -0.950, -0.760, -0.923, -0.458, -0.759, 0.837, 0.623, 0.500, 0.625, -0.532, 1.040, 0.202, 0.511, 0.454, 0.474, 0.510, -0.418, 0.516, 0.456, 0.489, 0.515, 0.547, 0.463, 0.460, 0.488, 0.475, 0.027, 0.478, 0.446, 0.482, 0.548, -1.222, 1.985, -1.300, 0.392, -1.111, -0.908, -0.944, -0.728, 0.498, 1.109, -1.246, -1.587, 0.481, 0.333, 0.418, 0.500, 0.497, 0.058, 0.423, 0.460, 0.470, 0.420, 0.482, 0.399, 0.157, 0.927, 0.238, 0.115, -1.947, 0.676, 0.107, 0.640, 0.012, -1.081, -0.486, -0.844, -0.608, 0.130, 0.693, 0.424, 0.572, 0.442, 0.426, 0.433, 0.454]}